This record from OMol25 describes C25H18BrN5O3PtS2 as an isolated structure at a distorted geometry. The level of theory is ωB97M-V/def2-TZVPD.

HOMO-LUMO gap (spin up / spin down)   0.233 / 0.252 hartree
HOMO energy (spin up / spin down)   -6.827 / -8.066 eV
2S+1   3
E_tot   -134768.767 eV

Last column: Löwdin charge in e.
Element x y z (Å)
Pt  0.135  0.982  -0.852  1.252
O  3.660  5.050  -0.932  0.058
C  4.441  3.964  -0.873  -0.264
C  5.824  4.158  -0.872  -0.013
C  6.688  3.086  -0.813  -0.081
C  6.200  1.786  -0.744  -0.093
C  4.839  1.580  -0.747  -0.025
C  3.943  2.649  -0.815  -0.079
C  2.511  2.349  -0.825  -0.424
O  2.140  1.113  -0.791  -0.201
N  1.655  3.344  -0.864  -0.008
N  0.349  2.926  -0.846  -0.289
C  -0.535  3.870  -0.858  -0.865
S  0.021  5.531  -0.917  0.977
C  -1.641  6.228  -1.211  -0.507
C  -2.647  5.368  -0.485  -0.494
S  -2.252  3.604  -0.822  0.979
H  2.721  4.768  -0.924  0.037
H  6.188  5.173  -0.916  0.116
H  7.754  3.261  -0.820  0.103
H  6.881  0.949  -0.686  0.099
H  4.433  0.581  -0.697  0.110
H  -1.820  6.229  -2.287  0.078
H  -1.632  7.254  -0.848  0.079
H  -3.661  5.538  -0.840  0.079
H  -2.608  5.525  0.593  0.079
Br  -0.237  -5.303  5.563  0.725
C  -1.296  -5.258  3.984  -0.685
C  -1.387  -6.391  3.183  -0.131
C  -2.094  -6.341  2.007  -0.017
C  -2.712  -5.141  1.597  -0.302
C  -2.672  -4.028  2.472  -0.010
C  -1.956  -4.083  3.639  -0.127
N  -3.256  -5.078  0.373  0.056
N  -3.792  -4.035  -0.111  0.081
C  -3.279  -2.888  -0.484  -0.246
C  -4.163  -1.810  -0.748  -0.004
C  -3.721  -0.523  -0.893  0.010
C  -2.343  -0.231  -0.847  -0.345
O  -1.859  0.973  -0.935  -0.320
C  -1.426  -1.313  -0.742  -0.145
N  -0.105  -0.978  -0.827  -0.092
C  0.806  -1.939  -0.844  -0.088
C  0.463  -3.281  -0.748  -0.023
C  -0.868  -3.642  -0.600  0.023
C  -1.850  -2.654  -0.590  -0.067
H  -0.887  -7.298  3.482  0.100
H  -2.156  -7.202  1.362  0.112
H  -3.200  -3.125  2.200  0.113
H  -1.893  -3.216  4.279  0.102
H  -5.218  -2.031  -0.770  0.115
H  -4.412  0.293  -1.034  0.119
H  1.836  -1.624  -0.953  0.119
H  1.233  -4.034  -0.795  0.109
H  -1.144  -4.683  -0.530  0.112


This record from OMol25 describes C25H18CaCl7N2O4PS2 as an isolated structure. The level of theory is ωB97M-V/def2-TZVPD.

HOMO-LUMO gap   0.195 hartree
HOMO energy   -1.361 eV
Total charge   -2
Relative energy (zero: lowest compared OMol25 entry of this formula, charge and spin)   134.2 kJ/mol
2S+1   1
E_tot   -174448.161 eV

Last column: Löwdin charge in e.
Element x y z (Å)
Ca  0.218  -0.752  -0.043  0.931
Cl  3.306  -4.997  -0.146  0.648
C  3.482  -3.677  0.970  -0.592
C  4.492  -3.757  1.925  -0.156
C  4.689  -2.743  2.825  -0.630
Cl  5.974  -2.882  4.005  0.611
C  3.859  -1.601  2.809  -0.182
C  3.981  -0.525  3.715  -0.040
C  3.110  0.524  3.638  -0.050
C  2.112  0.500  2.649  -0.131
N  1.981  -0.474  1.783  0.053
C  2.831  -1.525  1.834  -0.164
C  2.616  -2.572  0.840  -0.465
O  1.716  -2.469  -0.034  -0.232
H  5.123  -4.636  1.945  0.093
H  4.759  -0.553  4.466  0.078
H  3.164  1.362  4.320  0.099
H  1.391  1.308  2.593  0.073
S  -1.100  -2.241  2.013  0.447
C  -2.842  -2.231  1.912  -0.749
C  -3.573  -2.972  2.853  -0.172
C  -4.955  -3.057  2.826  -0.150
C  -5.666  -2.393  1.833  -0.153
C  -4.968  -1.648  0.894  -0.170
C  -3.574  -1.535  0.916  -0.687
S  -2.804  -0.520  -0.289  0.521
H  -3.012  -3.498  3.616  0.075
H  -5.473  -3.646  3.576  0.078
H  -6.748  -2.452  1.787  0.075
H  -5.502  -1.117  0.114  0.075
Cl  4.013  -0.076  -1.178  0.655
C  2.870  0.821  -2.166  -0.706
C  1.586  0.991  -1.677  -0.220
C  0.759  1.736  -2.495  -0.704
Cl  -0.885  2.049  -1.927  0.636
C  1.131  2.279  -3.722  -0.721
Cl  0.039  3.207  -4.689  0.627
C  2.434  2.064  -4.167  -0.717
Cl  2.952  2.716  -5.684  0.619
C  3.320  1.330  -3.381  -0.720
Cl  4.942  1.079  -3.932  0.620
C  0.956  3.669  0.802  -0.162
O  -0.317  3.765  1.440  -0.336
P  -1.082  2.348  1.755  0.798
O  -0.841  2.285  3.363  -0.356
C  -1.381  1.087  3.964  -0.139
O  -2.608  2.909  1.789  -0.331
C  -3.238  3.056  0.509  -0.170
H  1.057  4.531  0.142  0.081
H  1.046  2.757  0.204  0.026
H  1.752  3.691  1.550  0.076
H  -0.960  1.020  4.965  0.077
H  -1.112  0.192  3.392  0.015
H  -2.467  1.155  4.027  0.080
H  -4.237  3.447  0.697  0.077
H  -3.312  2.089  0.009  -0.003
H  -2.689  3.766  -0.114  0.061
N  -1.957  -2.914  -2.103  -0.020
C  -1.403  -1.927  -1.678  -0.321
H  -2.922  -3.088  -1.823  0.045


This record from OMol25 describes C25H18ClIN5O4SW as an isolated structure at a distorted geometry. The level of theory is ωB97M-V/def2-TZVPD.

HOMO-LUMO gap   0.236 hartree
HOMO energy   -10.348 eV
Total charge   +1
Relative energy (zero: lowest compared OMol25 entry of this formula, charge and spin)   0.0 kJ/mol
2S+1   1
E_tot   -75131.216 eV

Last column: Löwdin charge in e.
Element x y z (Å)
W  0.273  0.152  -0.066  1.570
S  -4.194  1.124  1.091  1.182
C  -4.013  1.550  -0.589  -0.439
C  -5.008  1.956  -1.458  -0.075
C  -4.661  2.230  -2.769  -0.068
C  -3.339  2.119  -3.185  -0.065
C  -2.339  1.720  -2.317  -0.019
C  -2.670  1.410  -0.997  -0.285
N  -1.812  0.954  -0.016  -0.050
C  -2.484  0.781  1.151  -0.475
C  -1.811  0.227  2.256  -0.252
C  -2.489  0.009  3.475  -0.040
C  -1.853  -0.557  4.543  -0.054
C  -0.524  -0.952  4.407  -0.037
C  0.148  -0.763  3.210  -0.125
C  -0.441  -0.182  2.081  -0.176
H  -6.026  2.050  -1.118  0.115
H  -5.425  2.536  -3.466  0.111
H  -3.091  2.361  -4.207  0.106
H  -1.308  1.658  -2.626  0.077
H  -3.523  0.319  3.526  0.091
H  -2.369  -0.699  5.480  0.115
H  -0.003  -1.405  5.234  0.115
H  1.172  -1.114  3.195  0.083
I  1.171  -2.767  0.506  1.172
C  2.960  -1.980  1.430  -0.519
C  3.919  -2.896  1.781  -0.139
C  5.064  -2.464  2.461  -0.064
C  5.187  -1.145  2.792  -0.020
C  4.191  -0.203  2.463  -0.155
C  4.314  1.128  2.907  -0.026
C  3.332  2.039  2.649  -0.054
C  2.194  1.659  1.920  -0.106
C  2.034  0.383  1.415  -0.219
C  3.025  -0.598  1.722  -0.245
H  3.786  -3.941  1.548  0.095
H  5.818  -3.183  2.734  0.112
H  6.053  -0.795  3.333  0.118
H  5.184  1.397  3.487  0.117
H  3.404  3.049  3.017  0.110
H  1.417  2.403  1.768  0.101
O  2.681  0.040  -3.347  -0.362
Cl  1.938  0.600  -2.244  0.983
O  0.529  0.668  -2.685  -0.547
O  0.780  1.722  -0.427  -0.409
O  1.881  -0.500  -1.184  -0.669
N  -1.948  -2.083  -5.683  0.206
C  -1.411  -1.326  -4.723  -0.439
N  -0.867  -0.145  -5.012  0.228
N  -1.476  -1.789  -3.488  0.192
C  -1.103  -1.359  -2.383  -0.277
N  -0.854  -1.155  -1.245  -0.051
H  -1.951  -1.777  -6.640  0.125
H  -2.354  -2.974  -5.451  0.131
H  -0.781  0.175  -5.962  0.131
H  -0.327  0.333  -4.294  0.072